Molecular formula: C46H42BrN8O2P3W
Method: DFT, ωB97M-V with the def2-TZVPD basis set

Cartesian coordinates (Å):
W 0.1200 -0.3024 0.2114
C 2.8273 1.1778 -1.0609
P 2.5033 -0.5457 -0.5306
C 2.9361 -1.6193 -1.9216
C 2.0671 -2.6284 -2.3278
C 2.4136 -3.4906 -3.3606
C 3.6380 -3.3377 -3.9967
C 4.5112 -2.3284 -3.5996
C 4.1653 -1.4735 -2.5634
C 3.7794 -0.9354 0.7090
C 4.3216 -2.2227 0.7707
C 5.2478 -2.5503 1.7524
C 5.6458 -1.5971 2.6822
C 5.1237 -0.3132 2.6213
C 4.1934 0.0157 1.6438
C 1.5594 1.6712 -1.6677
C 1.3097 2.5747 -2.6520
C -0.1094 2.6121 -2.8514
C -0.6638 1.7331 -1.9783
C -2.0328 1.1817 -1.8098
P -1.6201 -0.6087 -1.6899
C -1.1714 -0.9315 -3.4219
C 0.1570 -0.8429 -3.8293
C 0.4881 -0.9345 -5.1748
C -0.5094 -1.1015 -6.1223
C -1.8423 -1.1555 -5.7263
C -2.1765 -1.0669 -4.3844
C -3.1368 -1.5587 -1.3693
C -3.4323 -2.7135 -2.1009
C -4.5754 -3.4526 -1.8211
C -5.4380 -3.0474 -0.8073
C -5.1661 -1.8902 -0.0878
C -4.0275 -1.1460 -0.3720
N 0.3467 1.1332 -1.2271
H 3.6615 1.2325 -1.7546
H 3.0968 1.7491 -0.1729
H 1.0972 -2.7041 -1.8633
H 1.7249 -4.2623 -3.6879
H 3.9111 -3.9982 -4.8120
H 5.4677 -2.2120 -4.0967
H 4.8643 -0.7044 -2.2456
H 4.0543 -2.9602 0.0217
H 5.6787 -3.5454 1.7786
H 6.3766 -1.8498 3.4411
H 5.4453 0.4395 3.3335
H 3.8080 1.0265 1.6127
H 2.0520 3.1578 -3.1823
H -0.6417 3.2085 -3.5816
H -2.6527 1.3567 -2.6820
H -2.5481 1.5564 -0.9285
H 0.9363 -0.6678 -3.1051
H 1.5258 -0.8584 -5.4804
H -0.2550 -1.1743 -7.1728
H -2.6267 -1.2565 -6.4662
H -3.2215 -1.0871 -4.0970
H -2.7730 -3.0367 -2.8992
H -4.8003 -4.3378 -2.4071
H -6.3381 -3.6153 -0.5995
H -5.8516 -1.5505 0.6811
H -3.8592 -0.2245 0.1662
Br -0.0139 3.7033 0.5244
C 0.7463 2.7280 1.9293
C 1.0566 3.4830 3.0602
C 1.6010 2.8682 4.1579
C 1.7851 1.4931 4.1107
C 1.4296 0.8298 2.9728
N 0.9445 1.4062 1.8511
C 1.4259 -0.6616 2.9863
O 1.9404 -1.3464 3.8207
O 0.7248 -1.1455 1.9856
H 0.8514 4.5440 3.0485
H 1.8500 3.4383 5.0452
H 2.1678 0.9188 4.9463
N -1.5801 0.2751 1.1364
C -2.4251 0.9105 1.6352
C -3.4318 1.6371 2.1893
C -3.9734 1.2024 3.4451
N -4.3942 0.7901 4.4371
C -3.9252 2.7690 1.4584
N -4.2809 3.6647 0.8226
C 0.2402 -6.0246 0.7378
N 0.8036 -5.1119 1.8362
C -0.2599 -4.9758 2.9498
N -1.4908 -4.5068 2.4071
C -1.9714 -5.3970 1.3481
N -0.9946 -5.5041 0.2594
C -0.8579 -4.2488 -0.4928
P -0.2564 -2.8692 0.5963
C 1.2041 -3.7669 1.2915
C -1.4489 -3.1046 1.9942
H 0.1064 -7.0053 1.1900
H 0.9901 -6.0755 -0.0481
H 1.6334 -5.5494 2.2372
H 0.1469 -4.2934 3.6918
H -0.3725 -5.9707 3.3745
H -2.9110 -5.0128 0.9531
H -2.1455 -6.3871 1.7658
H -1.8211 -3.9819 -0.9007
H -0.1736 -4.3950 -1.3309
H 1.6336 -3.1838 2.0984
H 1.9571 -3.9148 0.5202
H -2.4378 -2.7784 1.6729
H -1.1368 -2.4775 2.8228

Calculated values
- E: -6031.35334 Ha
- Spin multiplicity: 3
- Energy relative to the best compared isomer or geometry (same formula, charge and spin): 14.5 kcal/mol
- Net charge: +2